1.
18
Properties=species:S:1:pos:R:3:forces:R:3 method="wB97M-V/def2-TZVPD" spin_multiplicity=1 lumo_ev=5.922 smiles=N[C@@H](C[S-])CNC[O-] homo_lumo_gap_ha=0.2122 homo_energy_ev=0.1 total_charge=-2 largest_force_ev_per_a=2.9 total_energy_ev=-20169.72499
S -0.06099 0.17295 3.66059 -0.3512 0.6951 -1.3668
O -1.20707 0.27160 -3.24460 -0.6842 -0.5177 -1.2631
N -0.55753 0.60785 -1.05492 0.9060 1.3838 -0.9982
N 0.82145 -1.68778 1.29594 0.2617 1.4528 1.2523
C -0.11978 -0.63260 0.85266 1.0075 1.3098 0.5616
C -0.32930 0.89427 -2.51050 0.4509 0.0507 0.3100
C -0.21791 0.67363 1.75987 1.5964 -1.5497 1.8774
C 0.40027 -0.24227 -0.49116 0.5458 -1.6545 -1.3987
H -0.43321 2.01986 -2.55799 0.6009 -0.0881 -0.3221
H 1.54869 -1.13566 1.89426 -2.0190 -1.9075 -0.5900
H 0.18011 -2.28371 1.82405 1.2985 0.2006 0.9282
H 0.81171 0.57022 -2.74240 -1.3175 0.7556 0.4646
H 1.37888 0.32315 -0.54841 -0.6339 -0.9096 0.7707
H -1.11668 -1.03781 0.77745 -0.3710 -0.4684 -0.3172
H 0.71421 1.14250 1.47156 0.4565 0.5196 0.3364
H 0.58335 -1.30650 -1.03967 -0.3039 2.1488 0.4960
H -1.44394 0.17022 -1.00356 -1.0446 -0.4159 -0.3337
H -0.95225 1.48009 1.65682 -0.3991 -1.0055 -0.4074

2.
18
Properties=species:S:1:pos:R:3:forces:R:3 method="wB97M-V/def2-TZVPD" spin_multiplicity=1 lumo_ev=6.036 smiles=NC[C@H](C[S-])NC[O-] homo_lumo_gap_ha=0.2118 homo_energy_ev=0.3 total_charge=-2 largest_force_ev_per_a=6.0 total_energy_ev=-20169.37963
S -2.07744 -2.12131 -1.08401 -0.0873 0.6068 0.6858
O 0.31343 3.47227 -0.35584 -0.3400 1.2026 -0.2626
N 0.70709 1.19156 -0.36273 -2.2821 -1.6694 5.1585
N 0.31898 -1.96227 1.43649 0.8843 2.5705 1.5112
C 0.01639 2.36961 0.25884 1.2636 -0.4232 0.9448
C -0.84589 -0.67091 -1.27675 0.6497 -2.0046 1.5851
C -0.03035 -0.03618 -0.05381 -0.6246 0.0407 -0.7321
C 0.97207 -1.01142 0.46004 0.4496 -2.6319 -0.9725
H -1.31769 0.09723 -1.80106 -0.6691 1.2122 -1.0130
H 0.52603 2.20748 1.28624 -0.7165 0.7069 0.2499
H -0.15052 -1.20703 2.10601 0.6399 -2.6679 -1.7906
H 0.86913 1.26218 -1.25983 0.5322 1.0678 -5.8818
H -0.36714 -2.47479 0.89591 -0.7647 0.3032 0.1502
H 1.30461 -1.62509 -0.52285 -0.2089 1.0269 2.3451
H -1.09679 2.14171 0.49322 0.6346 0.1016 -0.7249
H -0.23022 -1.34457 -1.87895 0.8273 1.3017 -0.3477
H 1.86117 -0.48828 0.89616 -0.8192 -0.5502 -0.2411
H -0.77286 0.19979 0.76292 0.6313 -0.1938 -0.6642

3.
18
Properties=species:S:1:pos:R:3:forces:R:3 method="wB97M-V/def2-TZVPD" spin_multiplicity=1 lumo_ev=-0.354 homo_lumo_gap_ha=0.3360 homo_energy_ev=-9.5 total_charge=0 largest_force_ev_per_a=5.0 total_energy_ev=-20168.63059
S 2.66323 -1.44800 -1.18763 -0.0327 -1.2595 -0.9412
O 2.66187 -0.02132 -1.01809 0.0274 0.8573 0.5144
N 0.68313 2.16251 0.42501 1.1487 -0.1058 -0.7181
N 2.11650 -2.36103 -0.12067 -0.1428 0.7571 0.2784
C 1.74680 -1.79395 1.17302 -1.5318 -2.3874 1.4027
C -2.18307 0.24780 0.05779 -4.1752 2.3482 1.4599
C -3.45340 0.91246 -0.57043 1.3391 -1.8991 -0.1371
C -3.11286 0.71305 0.86623 0.8653 0.4659 -0.3972
H 0.16474 1.34353 0.58883 -1.1844 -1.2039 -0.0104
H 1.64416 1.80355 0.47734 -0.2803 0.7888 0.1010
H -3.36928 1.76636 -1.20943 0.2020 0.8611 0.2957
H 0.44562 2.75352 1.19256 0.3326 0.5666 0.5943
H 2.13639 -2.53421 1.93659 -0.2200 1.1111 -0.6679
H 0.61935 -1.79524 1.39130 1.4416 -0.0119 -0.8068
H 2.11051 -0.81034 1.31933 0.4537 0.9338 0.2649
H -4.05910 0.14129 -0.99424 -0.9517 -0.1158 -0.3781
H -1.41232 -0.37515 -0.17900 2.0173 -1.2256 -0.3576
H -3.57263 0.96823 1.83223 0.6911 -0.4809 -0.4969